276
Properties=species:S:1:pos:R:3:forces:R:3:mulliken_charge:R:1 method="wB97M-V/def2-TZVPD" homo_lumo_gap_ha=0.30477 molar_mass_g_mol=1287.4
C -0.645 -6.622 5.433 0.248 -0.576 0.865 -1.4100
C -0.470 -6.421 3.943 -0.607 0.109 0.791 -0.6564
N -1.409 -5.409 3.455 -0.252 -0.292 -0.818 1.1440
C -0.914 -4.910 2.149 -0.838 -0.334 0.245 -0.8823
C 0.263 -3.958 2.290 -0.139 0.138 -0.415 -0.5396
C -2.809 -5.975 3.462 0.529 2.308 0.079 -0.9444
C -3.803 -4.945 2.913 0.250 -0.453 -0.624 -0.3098
H -1.525 -7.189 5.740 -0.264 0.144 -0.288 0.3485
H -0.643 -5.685 5.989 -0.078 0.096 -0.220 0.2639
H 0.176 -7.211 5.841 0.243 -0.044 -0.075 0.4668
H 0.575 -6.149 3.797 -0.175 0.303 -0.367 0.4657
H -0.649 -7.361 3.422 0.157 -0.355 -0.216 0.2985
H -0.702 -5.717 1.448 0.615 -0.586 0.129 0.2670
H -1.711 -4.440 1.573 -0.134 0.546 0.435 0.0729
H 1.003 -4.218 3.046 -0.070 -0.300 -0.058 0.5375
H 0.738 -3.938 1.310 0.310 0.177 0.020 0.4479
H -0.060 -2.942 2.519 -0.142 -0.077 0.083 -0.4237
H -3.091 -6.049 4.512 0.235 -0.731 -0.012 0.3011
H -2.947 -6.898 2.899 0.319 -0.426 0.124 0.2840
H -4.818 -5.316 3.058 -0.097 0.175 0.242 0.6153
H -3.688 -4.855 1.833 -0.038 0.184 -0.020 -0.3698
H -3.663 -3.959 3.356 -0.094 -0.068 0.151 0.0692
C -2.920 0.503 -2.696 0.364 -0.201 0.131 0.4686
C -4.041 1.511 -2.518 0.762 1.070 0.341 -0.9090
N -3.569 2.865 -2.126 0.919 -0.937 -1.004 0.5591
C -2.600 2.930 -1.038 -0.122 0.508 0.170 0.2044
C -3.221 2.671 0.301 -0.721 -0.587 0.987 -0.1785
C -4.686 3.760 -1.924 0.623 -0.280 -1.129 -0.6942
C -5.393 4.037 -3.260 -1.067 0.167 0.685 -1.3457
H -3.319 -0.502 -2.831 -0.126 -0.069 0.227 0.1754
H -2.283 0.525 -1.812 -0.183 -0.377 0.098 -0.6875
H -2.209 0.632 -3.512 -0.333 0.612 -0.349 0.0821
H -4.638 1.649 -3.420 0.039 -0.236 0.047 0.5502
H -4.690 1.162 -1.715 -0.439 -0.462 0.057 0.1809
H -1.749 2.255 -1.129 -0.158 -0.098 -0.510 -0.8488
H -2.160 3.927 -1.040 0.032 0.208 -0.151 0.6390
H -3.875 1.803 0.221 0.156 -0.442 0.125 -0.3313
H -2.477 2.465 1.071 0.002 0.010 0.031 -0.0873
H -3.924 3.413 0.678 0.334 0.503 -0.133 0.4431
H -4.240 4.688 -1.564 -0.283 0.179 0.136 0.4285
H -5.349 3.349 -1.163 -0.523 0.183 0.132 0.3407
H -4.694 4.256 -4.067 -0.024 0.291 0.201 0.1705
H -6.121 4.823 -3.058 0.370 0.705 -0.313 0.4680
H -6.099 3.291 -3.624 0.434 -0.701 0.177 0.3577
C -4.411 -5.397 -0.757 0.215 -1.372 0.379 -0.8392
C -5.836 -5.783 -0.313 0.602 -0.243 -0.590 -0.6344
N -6.256 -7.180 -0.582 0.491 1.898 -0.764 0.2150
C -5.614 -8.219 0.177 0.018 0.087 1.522 -0.6125
C -6.174 -8.433 1.643 -0.120 -0.148 -1.054 -1.1485
C -7.699 -7.254 -0.706 0.303 -1.202 -0.154 -0.4775
C -8.120 -8.651 -1.160 -0.893 0.581 -0.522 -1.3736
H -4.238 -5.655 -1.802 -0.247 0.297 -0.159 0.4289
H -3.679 -6.008 -0.229 0.169 0.004 0.195 0.2425
H -4.142 -4.363 -0.542 -0.309 0.085 -0.118 -0.0673
H -5.946 -5.548 0.746 -0.239 0.320 0.218 0.1354
H -6.460 -5.140 -0.934 -0.513 -0.041 0.402 0.5374
H -5.650 -9.141 -0.404 -0.364 -0.196 0.249 0.4145
H -4.544 -8.036 0.275 0.045 0.376 -0.218 0.3586
H -5.910 -7.704 2.410 0.484 0.220 -0.321 0.1977
H -7.262 -8.377 1.600 -0.077 -0.410 0.091 0.3957
H -5.855 -9.416 1.989 -0.160 -0.010 0.119 0.3760
H -8.086 -6.529 -1.421 0.467 0.136 -0.127 0.4919
H -8.238 -7.050 0.219 -0.052 0.225 0.467 0.3692
H -9.087 -8.492 -1.639 -0.389 -0.372 0.264 0.4495
H -8.236 -9.342 -0.326 0.166 -0.151 -0.240 0.2953
H -7.524 -9.049 -1.981 0.433 -0.046 0.349 0.3407
C -5.972 -2.227 1.439 0.361 0.565 -0.244 0.1719
C -6.543 -0.800 1.410 0.293 -0.065 0.220 -1.1502
N -7.123 -0.329 2.675 -0.248 -0.372 0.113 0.1142
C -8.410 -0.993 2.962 0.721 0.463 0.068 -0.3139
C -9.151 -0.254 4.047 -1.545 0.536 0.064 -1.4509
C -6.191 -0.323 3.842 -0.619 0.751 -1.310 -0.4344
C -4.951 0.486 3.565 1.159 0.169 -0.008 -0.5367
H -6.635 -2.956 1.905 -0.022 0.051 -0.051 0.3891
H -5.014 -2.219 1.959 -0.021 -0.184 0.237 -0.3898
H -5.744 -2.538 0.419 -0.110 -0.183 -0.081 0.2259
H -5.781 -0.094 1.077 0.435 -0.030 0.329 0.0025
H -7.237 -0.691 0.577 -0.710 -0.179 0.377 0.5521
H -8.341 -2.051 3.214 0.415 -0.356 0.334 0.2167
H -9.007 -1.020 2.051 0.076 0.441 -0.159 0.4505
H -10.217 -0.341 3.834 -0.253 -0.354 0.142 0.4202
H -9.042 0.829 3.991 0.603 0.011 -0.037 0.3675
H -9.045 -0.567 5.086 0.460 -0.169 -0.153 0.3407
H -6.640 0.180 4.698 -0.576 -0.299 -0.089 0.4469
H -5.902 -1.328 4.151 0.019 -0.317 0.042 0.2513
H -4.327 0.371 4.451 0.403 -0.084 -0.113 0.4018
H -4.393 0.183 2.679 0.143 -0.472 0.139 -0.3775
H -5.020 1.565 3.425 -0.873 0.057 0.122 0.3369
C 1.139 -4.316 8.061 -0.710 0.314 0.275 -0.9834
C -0.169 -3.560 8.431 0.036 0.400 -1.264 -0.7917
N -0.508 -2.453 7.530 -0.638 1.005 -0.325 0.0946
C 0.432 -1.322 7.613 -0.936 0.716 0.011 -0.1199
C -0.205 0.106 7.672 -1.032 -0.607 0.035 -1.0469
C -0.913 -2.849 6.164 0.556 0.514 -0.147 -0.8059
C -1.461 -1.789 5.142 0.779 -0.547 0.969 -0.2208
H 1.093 -4.719 7.049 -0.161 -0.080 0.045 0.1732
H 1.256 -5.145 8.759 0.294 -0.018 -0.033 0.3859
H 2.008 -3.658 8.078 0.019 -0.005 0.277 0.3440
H -1.029 -4.227 8.378 0.074 -0.311 0.204 0.3935
H -0.155 -3.111 9.424 0.267 -0.328 0.166 0.5242
H 1.008 -1.410 8.534 0.436 -0.362 -0.321 0.6582
H 1.014 -1.334 6.691 0.836 0.035 0.216 -0.0858
H -0.978 0.251 8.426 -0.219 -0.775 0.284 0.3506
H 0.450 0.933 7.945 0.658 -0.221 -0.726 0.2402
H -0.740 0.255 6.734 0.312 0.532 -0.118 -0.0435
H -1.713 -3.587 6.211 -0.134 0.003 0.422 0.4204
H -0.116 -3.391 5.655 0.496 -0.063 -0.201 0.4300
H -0.824 -1.033 4.683 0.745 0.024 0.744 -0.4691
H -2.261 -1.245 5.646 -0.560 -0.254 -0.608 0.4661
H -1.655 -2.419 4.275 -1.089 0.066 0.026 -0.0155
C 4.771 8.716 0.057 -0.814 0.666 -0.629 -1.4507
C 4.685 7.264 -0.347 0.294 -0.298 0.639 -0.3635
N 3.472 6.761 -1.001 0.051 0.181 0.014 0.0699
C 3.304 7.318 -2.346 0.094 0.772 -0.318 -0.9741
C 4.411 7.030 -3.420 -0.318 0.162 1.057 -0.7598
C 3.571 5.314 -0.982 -0.307 -1.051 0.352 -0.6974
C 2.449 4.517 -1.655 -0.130 1.274 -0.391 -0.3067
H 5.645 8.898 0.682 0.177 0.000 -0.361 0.4180
H 3.919 9.072 0.636 -0.220 -0.401 0.147 0.3259
H 4.749 9.347 -0.831 0.486 0.264 0.036 0.2985
H 5.545 6.989 -0.958 0.410 0.153 -0.229 0.3341
H 4.875 6.739 0.589 -0.498 -0.579 -0.022 0.3941
H 2.294 7.141 -2.714 0.069 -0.875 -0.126 0.3382
H 3.193 8.394 -2.208 0.548 0.271 0.031 0.5001
H 4.637 5.967 -3.498 -0.298 -0.078 -0.292 0.0708
H 4.148 7.468 -4.383 -0.143 -0.234 -0.009 0.4433
H 5.356 7.485 -3.120 0.008 0.178 0.046 0.3734
H 3.531 4.979 0.055 0.145 0.260 0.306 0.5042
H 4.559 4.998 -1.315 0.298 -0.246 -0.464 0.3031
H 2.302 4.805 -2.696 0.325 -0.219 -0.282 -0.2531
H 1.516 4.843 -1.197 -0.172 -0.415 0.284 0.3733
H 2.592 3.438 -1.592 0.008 0.143 0.155 0.0521
C 1.510 3.767 -7.908 0.656 0.164 0.182 -1.1529
C 0.088 3.616 -7.466 -0.326 0.297 0.213 -0.3973
N -0.255 4.425 -6.253 1.114 -1.228 0.047 0.3698
C 0.497 4.010 -5.081 1.277 -1.186 -0.047 -0.4206
C 0.303 2.524 -4.586 0.305 0.920 0.624 0.2454
C -1.641 4.282 -5.926 -1.191 1.060 -0.235 -0.2285
C -2.414 5.321 -6.695 -1.472 -0.214 -0.235 -1.5949
H 1.658 3.416 -8.930 -0.192 0.115 -0.103 0.5276
H 2.206 3.173 -7.317 0.152 0.265 0.228 0.0837
H 1.745 4.829 -7.847 0.401 -0.059 -0.086 0.2227
H -0.494 3.939 -8.329 -0.559 0.210 0.367 0.4996
H -0.110 2.552 -7.332 -0.379 -0.260 0.252 0.2264
H 1.562 4.120 -5.284 0.183 0.070 -0.174 -0.7547
H 0.316 4.731 -4.284 -0.350 -0.207 0.151 0.5651
H 0.698 1.737 -5.228 -0.511 0.189 -0.651 0.2454
H 0.926 2.350 -3.708 0.006 0.428 0.370 -0.4308
H -0.720 2.358 -4.251 -0.064 -0.266 -0.302 0.2315
H -1.917 4.473 -4.889 0.887 -0.303 0.384 0.2882
H -2.012 3.289 -6.179 -0.190 -0.279 0.095 0.2538
H -1.937 6.298 -6.771 0.484 -0.394 -0.439 0.3317
H -3.342 5.569 -6.181 -0.330 -0.300 0.018 0.4349
H -2.697 4.820 -7.621 0.025 0.934 -0.551 0.3575
C 4.696 1.567 1.674 -0.910 0.323 -0.224 -0.0580
C 5.160 0.665 2.784 1.871 -0.273 0.651 -1.2775
N 4.990 -0.790 2.712 -0.401 0.319 -0.850 0.2520
C 5.543 -1.392 1.507 0.847 -0.469 -0.727 -0.2864
C 7.102 -1.431 1.409 -1.066 0.856 0.050 -1.4607
C 3.552 -1.104 2.896 1.569 -1.069 1.096 0.7743
C 3.476 -1.771 4.289 -0.964 0.781 -0.035 -1.3147
H 5.077 2.583 1.775 0.171 -0.017 0.324 0.4953
H 3.615 1.661 1.785 -0.191 0.073 -0.651 -0.5072
H 4.984 1.259 0.669 -0.196 -0.267 0.027 0.3632
H 6.227 0.852 2.901 0.227 -0.097 0.168 0.5236
H 4.728 0.971 3.736 -0.149 0.119 0.015 0.3484
H 5.114 -0.939 0.613 0.155 0.505 -0.389 0.0139
H 5.239 -2.427 1.352 -0.371 -0.186 0.766 0.5338
H 7.531 -2.120 2.137 -0.007 0.166 0.010 0.3241
H 7.476 -0.417 1.549 0.286 -0.057 0.286 0.3396
H 7.421 -1.700 0.402 -0.156 -0.286 -0.006 0.3917
H 2.978 -0.179 2.834 -0.338 -0.264 0.077 -0.3997
H 3.233 -1.813 2.132 -0.228 0.135 -0.104 0.3266
H 3.691 -1.039 5.068 0.029 0.254 -0.031 0.2865
H 2.451 -2.095 4.470 -0.073 -0.367 0.171 0.0698
H 4.197 -2.567 4.473 -0.149 -0.139 -0.583 0.3633
C 2.780 3.749 4.073 -0.985 0.296 -0.127 -1.1358
C 1.637 4.396 4.924 1.061 -1.338 -0.135 -0.8461
N 1.447 3.640 6.183 -0.617 1.189 0.894 0.4764
C 0.397 4.264 7.045 -0.502 -0.202 -0.676 -0.7456
C -1.030 4.089 6.436 1.155 -0.074 0.413 -1.2007
C 2.676 3.501 6.975 0.528 0.743 -0.610 -0.4779
C 3.362 4.790 7.535 -0.776 -0.228 0.146 -1.2848
H 2.698 2.662 4.078 0.091 -0.042 0.277 0.1883
H 3.782 4.060 4.367 -0.077 -0.040 0.105 0.5224
H 2.629 4.030 3.031 0.122 0.205 -0.081 0.3229
H 1.902 5.446 5.046 -0.144 0.332 0.351 0.3627
H 0.709 4.347 4.353 -0.023 -0.021 0.095 0.5017
H 0.433 3.794 8.027 0.020 -0.312 -0.059 0.5253
H 0.609 5.315 7.243 0.074 0.358 -0.134 0.3463
H -1.243 4.833 5.669 0.092 -0.238 -0.195 0.3483
H -0.992 3.070 6.050 -0.503 0.064 -0.339 0.1543
H -1.830 4.168 7.173 0.181 -0.026 0.169 0.3954
H 3.387 3.029 6.298 0.119 -0.262 0.314 0.1352
H 2.480 2.840 7.820 -0.051 -0.164 -0.127 0.4297
H 4.377 4.542 7.843 0.037 0.136 -0.125 0.4322
H 2.841 5.175 8.411 -0.062 -0.215 0.217 0.3271
H 3.350 5.648 6.864 0.294 -0.249 -0.408 0.2717
C 6.872 2.068 -7.840 1.216 -0.346 0.699 -1.4416
C 6.429 2.454 -6.434 -1.295 0.129 -0.487 -0.4043
N 5.249 3.357 -6.423 1.814 -1.817 -0.266 0.4896
C 5.741 4.674 -6.828 0.016 0.754 1.208 -0.5718
C 4.653 5.538 -7.383 -0.055 0.511 -0.351 -1.2915
C 4.657 3.314 -5.082 -1.684 0.806 -1.030 -0.4888
C 3.859 2.062 -4.804 0.266 -0.648 0.485 0.1854
H 7.533 2.813 -8.284 -0.394 0.215 -0.243 0.3984
H 6.101 1.730 -8.532 -0.140 0.256 0.273 0.2795
H 7.549 1.236 -7.646 0.074 -0.346 -0.409 0.4474
H 6.194 1.545 -5.881 -0.197 -0.006 -0.064 0.2758
H 7.222 2.941 -5.867 0.528 0.049 -0.017 0.3823
H 6.144 5.112 -5.914 -0.142 0.659 0.531 0.3052
H 6.651 4.765 -7.421 -0.233 -1.176 -0.646 0.5303
H 5.027 6.522 -7.665 0.072 0.280 0.557 0.4879
H 4.255 5.198 -8.339 -0.235 -0.603 0.266 0.2951
H 3.890 5.604 -6.608 -0.363 0.333 -0.432 0.1705
H 3.884 4.076 -5.183 0.172 0.588 0.824 -0.3028
H 5.318 3.480 -4.231 0.488 0.483 -0.064 0.2793
H 4.540 1.231 -4.623 -0.138 -0.457 -0.705 0.4615
H 3.090 1.896 -5.559 0.349 -0.357 -0.184 -0.2918
H 3.337 2.073 -3.847 -0.115 0.690 0.155 -0.2258
C -2.404 -1.098 0.522 0.054 0.368 -0.004 -0.6760
C -0.899 -1.056 0.181 0.043 0.793 -0.258 1.0234
N -0.092 0.074 0.756 -0.518 -0.516 -0.230 1.3746
C -0.044 -0.113 2.178 0.184 -0.214 1.313 0.0771
C 0.338 1.166 2.954 -0.154 -0.844 -0.261 -0.3345
C 1.285 0.123 0.246 -0.075 0.442 -2.688 0.6599
C 1.291 0.716 -1.237 -0.677 -0.196 1.165 -0.3009
H -2.832 -0.119 0.309 -0.116 0.042 0.266 -0.5426
H -2.706 -1.428 1.516 0.474 0.308 0.345 0.2507
H -2.956 -1.803 -0.100 0.389 -0.120 -0.489 0.4398
H -0.441 -2.007 0.453 0.202 -0.239 -0.303 -0.8268
H -0.871 -0.860 -0.891 0.216 -0.631 -0.124 -0.3953
H -0.967 -0.583 2.518 -0.443 0.757 0.061 0.4261
H 0.630 -0.943 2.389 0.781 -0.038 0.321 -0.3289
H 0.319 1.052 4.038 -0.307 -0.183 0.065 0.2306
H 1.379 1.419 2.748 -0.147 0.344 -0.274 -0.8042
H -0.354 1.952 2.651 0.246 0.217 0.072 0.1194
H 1.814 -0.825 0.154 -0.332 -0.763 0.399 -0.0131
H 1.937 0.718 0.885 -0.420 0.209 -0.049 -0.6530
H 0.519 0.258 -1.854 -0.308 -0.167 0.224 -0.2403
H 2.180 0.543 -1.843 0.469 0.261 0.524 0.4173
H 1.012 1.767 -1.155 0.292 0.122 -0.273 -0.1310
C 4.426 -1.575 -2.529 0.290 0.397 -0.164 -0.1166
C 4.696 -2.536 -3.665 0.183 0.250 0.471 -1.1739
N 3.498 -2.744 -4.436 -0.738 -0.813 -0.729 0.9135
C 2.977 -1.670 -5.319 1.473 -0.829 0.867 -0.5532
C 3.993 -1.319 -6.443 -1.691 0.712 0.296 -1.3938
C 3.477 -4.077 -5.047 -2.138 0.065 0.553 -0.8042
C 2.004 -4.365 -5.603 1.672 -0.255 0.584 -1.1430
H 3.495 -1.890 -2.058 0.114 0.205 0.340 0.0208
H 4.333 -0.554 -2.901 -0.342 0.107 -0.086 -0.1363
H 5.265 -1.511 -1.835 -0.095 -0.315 0.235 0.3365
H 5.599 -2.238 -4.198 0.094 0.370 -0.628 0.3940
H 5.008 -3.493 -3.246 -0.345 -0.209 0.103 0.4940
H 2.750 -0.839 -4.651 0.621 0.606 -0.128 0.0892
H 1.956 -1.917 -5.610 0.447 -0.441 -0.703 0.4681
H 4.304 -2.122 -7.111 0.041 -0.340 0.518 0.2987
H 4.833 -0.804 -5.977 0.114 -0.082 -0.352 0.1476
H 3.444 -0.640 -7.095 0.374 0.469 -0.148 0.4727
H 4.303 -4.298 -5.723 -0.109 0.269 -0.746 0.3944
H 3.652 -4.778 -4.230 -0.152 -0.104 0.148 0.4790
H 1.857 -5.444 -5.645 0.113 -0.015 -0.577 0.4486
H 1.255 -4.049 -4.877 0.249 0.320 0.055 0.2179
H 1.825 -3.860 -6.552 -0.059 -0.336 -0.047 0.2957
C 0.074 -3.792 -2.326 -0.019 -0.051 0.297 0.1662
O -0.264 -4.653 -1.534 0.261 -0.066 0.089 -0.7008
N -0.736 -3.297 -3.271 0.297 1.434 -1.927 0.4345
C -2.059 -3.817 -3.511 -0.983 0.126 -0.284 -1.1796
C -0.381 -2.108 -4.162 -0.563 -0.539 1.149 -0.0049
H 1.074 -3.331 -2.343 0.084 0.029 0.082 0.4392
H -2.156 -4.303 -4.482 0.361 -0.022 -0.236 0.3242
H -2.754 -2.978 -3.544 -0.152 0.120 0.090 0.2850
H -2.465 -4.535 -2.798 0.718 0.222 0.363 0.2919
H -0.960 -1.249 -3.822 -0.078 0.047 0.164 -0.1895
H 0.665 -1.801 -4.152 -0.027 -0.549 0.479 -0.4774
H -0.670 -2.241 -5.204 -0.007 -0.605 0.046 0.6095